# 1
This record from the OMol25 dataset describes a 2-piece molecular cluster, C10H10N2O2 overall at a distorted geometry. The level of theory is ωB97M-V/def2-TZVPD.

The value obtained for the energy relative to the best compared isomer or geometry (same formula, charge and spin) is 297.1 kJ/mol. Its SMILES is O=c1cc[nH]c(=O)[nH]1.c1ccccc1. As for the HOMO-LUMO gap: 9.12 eV. The spin multiplicity is 1. The HOMO energy comes out at -8.816 eV.

XYZ file:
```
24
Properties=species:S:1:pos:R:3:forces:R:3
O 0.2192 -0.5657 1.6134 0.8 0.5 0.8
O 1.6480 -4.9969 0.5844 -2.8 4.3 1.9
N 0.9389 -2.7312 1.2836 3.6 0.8 2.2
N -0.5454 -4.2331 0.4744 0.0 -5.5 1.1
C -0.3457 1.8114 -0.9526 2.8 2.9 -1.1
C -1.0101 3.0073 -0.6409 0.8 -2.9 -0.8
C -0.0576 -1.7203 1.4667 -0.2 -1.5 -2.0
C 0.8917 4.2964 -1.4365 -2.5 4.1 -0.1
C -1.5729 -3.4929 0.9115 -2.5 1.0 -0.1
C 1.6678 3.2617 -1.6314 -1.8 -4.2 -0.2
C -1.3709 -2.2417 1.2756 -2.5 2.7 2.6
C 0.9442 2.0255 -1.5127 1.7 -3.6 1.2
C -0.4993 4.1681 -0.9826 3.0 3.5 0.0
C 0.8196 -4.0610 0.8518 0.9 -1.4 -1.8
H 1.6144 1.0805 -1.6178 -1.4 1.5 -0.1
H 2.6951 3.2971 -1.8878 0.6 0.0 -0.3
H -0.8428 -5.2540 0.6946 1.3 1.9 -1.4
H 1.8006 -2.3392 1.8215 -1.4 -1.6 -1.9
H -0.7113 0.9079 -0.5675 -0.2 -1.4 -0.1
H -1.0287 5.0242 -0.5696 0.3 0.3 -0.7
H -1.8581 2.9611 -0.0770 -2.4 0.0 1.2
H -2.6292 -3.9135 0.8551 1.7 0.3 0.0
H 1.3795 5.2509 -1.7321 -1.0 -0.1 0.8
H -2.1470 -1.5427 1.7759 1.0 -1.5 -1.4
```
Forces are in eV/Å.

---

# 2
This record from the OMol25 dataset describes one molecule with the formula C11H17N5O4 at a distorted geometry. The level of theory is ωB97M-V/def2-TZVPD.

The value obtained for the energy relative to the best compared isomer or geometry (same formula, charge and spin) is 144.7 kJ/mol. Its SMILES is NC(=O)CC[C@H](NC(=O)[C@@H](N)Cc1c[nH]cn1)C(=O)O. As for the HOMO-LUMO gap: 9.50 eV. The spin multiplicity is 1. The HOMO energy comes out at -8.984 eV.

XYZ file:
```
37
Properties=species:S:1:pos:R:3:forces:R:3
O -3.4053 -2.7599 1.0574 -0.9 -0.2 -1.1
O -2.7903 -2.3597 -1.0373 -0.5 0.1 -0.3
O -1.3342 0.8530 0.0033 -1.1 0.8 0.8
O 1.5758 -2.3879 2.4381 -0.1 -0.6 0.3
N 1.9571 1.5326 -0.4614 0.5 -1.4 0.7
N 2.4028 -0.8662 0.9583 -1.7 1.4 0.6
N -0.9461 0.3190 -3.3217 0.1 -0.2 0.9
N -0.5003 -1.2197 -0.4450 -0.4 0.0 0.5
N 2.3929 3.5782 0.2128 -0.7 -2.0 -0.7
C 1.4518 -1.3314 1.8605 0.4 1.3 -0.8
C -1.1289 -1.0213 1.9599 0.3 -0.1 0.0
C -0.7816 0.0922 -0.7368 0.8 -0.9 -1.6
C 0.2678 -0.3655 2.0694 0.6 -0.9 1.5
C 1.0087 2.3303 -0.9898 1.3 3.0 0.3
C 0.1327 2.0327 -2.0975 -1.4 -1.2 0.6
C -0.1972 0.5454 -2.0665 1.1 0.1 -2.2
C 1.2874 3.6117 -0.6065 0.6 1.0 0.3
C -1.1871 -1.8750 0.6585 0.7 0.1 0.1
C 2.7539 2.2463 0.2862 0.3 2.0 0.0
C -2.5534 -2.3029 0.1295 0.6 -0.4 0.8
H 0.4747 0.4086 1.3715 -0.6 0.8 -0.4
H 0.9679 4.5869 -0.9503 -0.5 -0.3 0.1
H 0.5394 2.4073 -3.0193 0.5 -0.6 -0.6
H -1.3082 -0.6115 -3.3181 -0.4 -0.8 -0.2
H -1.2774 -1.6904 2.8290 0.2 0.2 -0.3
H -3.0605 -2.6687 1.9319 0.5 0.2 1.0
H 0.7458 -0.0270 -2.1823 -0.3 0.3 0.1
H 0.3771 0.0630 3.1032 0.0 -0.4 -0.9
H 2.3068 0.0902 0.4386 0.1 -2.6 0.8
H -1.7476 0.9263 -3.3331 -0.4 0.2 0.0
H -1.8926 -0.2294 2.0052 0.3 -0.4 -0.2
H -0.2791 -1.8762 -1.1827 0.2 0.6 -0.1
H -0.6085 -2.8214 0.8633 -0.6 0.8 -0.1
H 2.8606 4.3914 0.5235 0.5 0.4 0.5
H 3.6344 1.9352 0.8408 -0.4 -0.2 -0.1
H -0.7901 2.5968 -2.0009 -0.3 0.0 0.3
H 3.2199 -1.4274 0.9854 0.8 -0.2 -0.4
```
Forces are in eV/Å.

---

# 3
This record from the OMol25 dataset describes one molecule with the formula C4H8OS at a distorted geometry. The level of theory is ωB97M-V/def2-TZVPD.

The value obtained for the energy relative to the best compared isomer or geometry (same formula, charge and spin) is 259.1 kJ/mol. As for the HOMO-LUMO gap (alpha / beta): 7.26 / 8.35 eV. The spin multiplicity is 3. Its expectation value of S² is 2.012. The HOMO energy (alpha / beta) comes out at -6.413 / -9.889 eV.

XYZ file:
```
14
Properties=species:S:1:pos:R:3:forces:R:3
S 0.6265 -1.6502 0.3773 1.0 1.1 -2.5
O 0.9854 -2.7588 -0.5429 0.3 -0.3 1.0
C 1.8602 -0.3949 0.3933 2.3 1.2 3.6
C -0.8403 0.6561 -0.6085 -1.3 -1.6 0.9
C -1.2526 0.8052 0.8952 -1.5 -1.3 -1.3
C 0.0768 -0.4683 -0.8374 -2.7 0.2 -0.5
H 0.3561 -0.7271 -1.8245 0.3 -0.6 -0.7
H 2.5908 -0.2496 -0.3762 0.0 -0.5 -0.5
H -0.4778 1.5201 -1.1169 0.4 1.1 0.0
H -2.3723 1.0683 0.9624 1.8 -0.5 0.1
H -1.0256 -0.2034 1.3827 -0.7 1.7 -0.2
H -1.7357 0.3779 -1.1769 -0.3 0.3 0.0
H 1.8849 0.4417 1.1639 -0.4 -1.5 -0.8
H -0.6765 1.5829 1.3086 0.6 0.8 1.0
```
Forces are in eV/Å.

---

# 4
This record from the OMol25 dataset describes C27H31N5O4PPtS as an isolated structure. The level of theory is ωB97M-V/def2-TZVPD.

The value obtained for the energy relative to the best compared isomer or geometry (same formula, charge and spin) is 11.6 kJ/mol. As for the HOMO-LUMO gap: 7.67 eV. The spin multiplicity is 1. The HOMO energy comes out at -11.565 eV. The total charge is +1.

XYZ file:
```
70
Properties=species:S:1:pos:R:3:forces:R:3
Pt 0.3897 -1.1032 -0.9783 -0.4 0.4 -0.3
S 6.9841 -3.6959 1.3338 0.0 0.0 0.0
P -1.7895 -1.6656 -0.5452 0.0 -0.2 0.1
O 0.0301 0.6424 -1.9037 0.0 0.0 0.4
O -1.7884 0.0198 -3.0461 0.0 0.0 0.0
O -1.5791 3.9106 1.2240 0.0 0.0 0.0
O -0.3775 2.2699 0.2725 0.0 0.1 0.1
N -1.1092 3.2486 -2.2243 0.0 0.0 0.0
N 5.5942 -4.4640 1.0687 0.0 0.0 0.0
N 6.5583 -2.2006 0.9153 0.0 0.0 0.0
N 1.2504 -2.8340 -0.3749 0.3 -0.2 0.1
N 2.3706 -0.4521 -0.7912 0.1 -0.2 0.0
C 4.1288 1.1274 -0.6007 0.0 0.0 0.0
C -2.9035 -0.2425 -0.1934 0.0 0.1 -0.1
C 2.7595 -5.0772 0.3176 0.0 0.0 0.0
C 1.4409 -5.1957 -0.0580 0.0 0.0 0.0
C -2.5669 -2.7794 -1.7712 0.1 0.1 0.0
C 4.4953 -1.1385 0.0695 0.0 0.0 0.0
C 3.3473 -3.8121 0.2939 0.0 0.0 0.0
C -0.9615 2.8774 1.3098 0.0 -0.1 0.1
C -0.4680 0.6874 4.9413 0.0 0.0 0.0
C -0.9460 0.8438 -2.7345 -0.2 -0.1 -0.1
C -0.7793 2.1079 2.5841 0.1 -0.1 -0.1
C -0.1730 0.0765 3.7265 0.0 0.0 0.0
C -1.0862 2.7104 3.7949 0.0 0.0 0.1
C -4.1397 -0.0352 -1.0661 0.0 0.0 0.0
C -0.9581 2.2598 -3.3018 0.0 0.0 0.0
C 2.5771 -2.7195 -0.0950 -0.1 0.0 0.0
C -0.3251 0.7864 2.5496 -0.2 0.4 -0.1
C -0.9240 1.9971 4.9751 0.0 0.0 0.0
C 4.9753 0.1635 -0.1033 0.0 0.0 0.0
C 3.1716 -1.4007 -0.2639 0.0 0.1 0.0
C -3.8082 -3.5901 -1.4019 0.0 0.0 0.0
C 5.2876 -2.2528 0.5519 0.0 0.0 0.0
C -1.7340 -2.4125 1.1433 0.0 0.1 0.0
C 4.7331 -3.5557 0.6405 0.0 0.0 0.0
C 2.8218 0.7822 -0.9456 0.0 0.0 0.0
C -3.0053 -3.0474 1.7039 0.0 0.0 0.0
C 0.7192 -4.0548 -0.3896 0.0 0.1 0.1
H -1.4482 3.7299 3.7991 0.0 0.0 0.0
H -0.0019 2.4253 -3.7985 0.0 0.0 0.0
H -3.1883 -4.0332 1.2837 0.0 0.0 0.0
H -2.9094 -3.1628 2.7836 0.0 0.0 0.0
H -0.3451 0.1384 5.8659 0.0 0.0 0.0
H -3.8772 0.2070 -2.0906 0.0 0.0 0.0
H -4.7234 0.7870 -0.6506 0.0 0.0 0.0
H -1.7791 -3.4449 -2.1332 0.0 0.0 0.0
H -4.7856 -0.9119 -1.0761 0.0 0.0 0.0
H 0.1751 -0.9497 3.7091 0.0 0.0 0.0
H 6.0009 0.3895 0.1568 0.0 0.0 0.0
H -4.5558 -3.0037 -0.8714 0.0 0.0 0.0
H -2.0834 3.4875 -2.0794 0.0 0.0 0.0
H -4.2716 -3.9647 -2.3144 0.0 0.0 0.0
H 4.4600 2.1464 -0.7373 0.0 0.0 0.0
H 2.1126 1.4901 -1.3533 0.0 0.0 0.0
H 3.3493 -5.9350 0.6116 0.0 0.0 0.0
H -0.1394 0.3686 1.5678 0.2 -0.2 0.1
H -1.1558 2.4620 5.9240 0.0 0.0 0.0
H -3.8905 -2.4370 1.5197 0.0 0.0 0.0
H 0.9479 -6.1565 -0.0872 0.0 0.0 0.0
H -3.2130 -0.3740 0.8450 0.0 0.0 0.0
H -3.5644 -4.4514 -0.7835 0.0 0.0 0.0
H -0.6142 2.7238 -0.5881 0.0 0.0 0.0
H -1.4720 -1.5403 1.7505 0.0 0.0 0.0
H -2.7653 -2.1009 -2.6018 0.0 0.0 0.0
H -0.6348 4.1123 -2.4543 0.0 0.0 0.0
H -0.3250 -4.1214 -0.6557 0.0 0.0 0.0
H -2.2613 0.6423 -0.2066 0.0 0.0 0.0
H -0.8922 -3.0953 1.2463 0.0 0.0 -0.1
H -1.7457 2.3157 -4.0522 0.0 0.0 0.0
```
Forces are in eV/Å.

---

# 5
This record from the OMol25 dataset describes C23H49N3P4STi as an isolated structure at a distorted geometry. The level of theory is ωB97M-V/def2-TZVPD.

As for the HOMO-LUMO gap (alpha / beta): 2.92 / 2.92 eV. The spin multiplicity is 1. The HOMO energy (alpha / beta) comes out at -17.945 / -17.945 eV. The total charge is +4.

XYZ file:
```
81
Properties=species:S:1:pos:R:3:forces:R:3
Ti -0.1452 0.5546 -1.6938 2.0 -1.0 -0.2
S 1.9018 2.9273 0.6451 0.5 -1.1 -1.4
P -0.6973 -0.8532 -3.5559 -0.9 -1.9 -2.5
P 2.6875 2.1467 3.1644 -0.3 -1.2 1.0
P 0.0916 -1.4397 0.0123 0.0 -1.0 0.7
P -1.9459 1.4077 -0.4840 -0.5 1.3 0.6
N -3.6062 3.5129 -0.0305 0.2 -0.3 0.2
N -3.3657 1.8832 1.7951 0.1 -0.1 -0.3
N -4.6294 1.2743 -0.2396 0.5 0.1 0.2
C 0.0847 -1.3671 1.8435 -0.2 0.1 0.1
C 4.5578 0.4721 -1.2247 -0.4 0.2 0.0
C 3.3632 0.9957 -0.7348 0.0 -0.5 -0.1
C 1.0626 1.6824 -2.9261 -0.5 0.8 -0.1
C -1.2499 -2.6601 -0.2868 0.0 0.1 0.0
C 1.1004 1.9830 3.9580 -0.5 0.1 -0.3
C 0.3650 -2.3467 -3.6974 0.4 0.0 0.4
C 3.8097 3.2145 4.0474 0.3 0.4 -0.5
C -4.5128 1.1300 1.2319 0.1 0.3 -0.2
C -3.4881 3.3099 1.4281 -0.4 -0.2 -0.4
C -4.7196 2.7120 -0.5877 0.1 0.1 0.3
C 3.3423 2.2716 -0.1596 -0.2 0.5 0.5
C 3.4620 0.5987 2.7423 -0.2 -0.1 0.0
C -2.3458 3.2009 -0.7089 -1.0 0.1 0.4
C 5.7527 1.1919 -1.0541 -0.2 0.0 -0.1
C -2.0946 1.2974 1.3726 -0.7 0.0 0.1
C 5.7321 2.4655 -0.4596 -0.2 0.1 -0.1
C -0.2219 2.3504 -2.7353 0.7 0.7 0.1
C 4.5236 3.0258 -0.0524 0.4 0.0 0.0
C 1.6174 -2.4208 -0.2202 0.1 0.0 -0.1
C -3.5535 0.5930 -0.9527 -0.8 0.1 0.1
C -0.5695 -0.1754 -5.2463 0.1 0.4 -0.1
C -2.4003 -1.5196 -3.5707 -0.1 0.1 0.3
H -0.5758 -1.0129 -5.9617 -0.2 0.3 0.3
H -1.4158 0.4920 -5.4542 0.2 -0.2 0.0
H -2.2276 -2.1932 -0.1009 0.2 -0.2 0.0
H 0.3526 -2.6924 -4.7398 -0.1 0.1 0.3
H -0.8644 -0.9854 2.2310 0.3 -0.2 0.0
H 0.0265 -3.1640 -3.0480 0.1 0.2 -0.2
H -1.2452 1.8097 1.8507 -0.2 0.0 -0.1
H 0.5408 2.9300 3.9356 0.2 -0.1 0.2
H -4.3930 0.0654 1.4787 -0.2 0.3 0.0
H 2.4888 -1.8078 0.0500 -0.1 -0.2 -0.1
H 1.7164 -2.7527 -1.2617 0.1 0.0 0.3
H -1.2289 -3.0436 -1.3149 0.0 0.1 0.4
H -2.6028 3.8535 1.7862 -0.3 0.0 0.0
H -4.4023 3.6980 1.9048 0.4 -0.1 -0.1
H 6.6980 0.7675 -1.4088 -0.4 0.2 0.2
H 0.3619 0.3814 -5.3939 -0.2 -0.1 0.0
H 6.6580 3.0287 -0.3432 -0.2 -0.1 -0.1
H 3.7759 4.2328 3.6304 0.1 -0.1 0.4
H -2.0869 0.2447 1.6873 0.0 0.3 -0.2
H -2.4844 -2.2875 -4.3503 0.1 0.2 0.1
H -1.1180 -3.4982 0.4144 -0.1 0.2 -0.2
H 3.5133 3.2264 5.1046 -0.1 0.1 -0.1
H 1.3035 1.2815 -3.9172 0.0 0.0 0.5
H 0.8976 -0.7197 2.1875 -0.2 -0.1 0.0
H -4.7089 2.8150 -1.6822 -0.2 0.0 0.3
H -5.4348 1.5316 1.6817 0.4 -0.3 -0.1
H -0.9901 2.3519 -3.5199 0.3 -0.1 0.1
H 4.8259 2.8091 3.9560 -0.2 0.2 -0.1
H 4.5457 -0.4844 -1.7475 0.1 0.2 0.2
H 3.9643 0.6560 1.7674 0.1 0.0 0.2
H 2.4223 0.4400 -0.8031 0.5 0.0 0.0
H 1.9465 2.0942 -2.4067 -0.6 0.0 -0.5
H -3.0989 -0.7048 -3.7976 0.1 -0.2 0.0
H 4.1990 0.4068 3.5362 0.0 0.0 -0.2
H -0.2327 3.2993 -2.1768 0.0 -0.4 -0.3
H 1.4005 -2.0962 -3.4311 -0.2 -0.1 -0.2
H 1.3047 1.7059 5.0048 0.0 0.1 -0.1
H 0.4838 1.2061 3.4856 0.3 0.1 0.1
H -2.4495 3.4543 -1.7714 0.1 -0.2 0.2
H 2.7264 -0.2151 2.7439 0.2 0.3 -0.1
H -2.6724 -1.9554 -2.6029 0.0 0.0 -0.3
H -3.5395 -0.4771 -0.6889 0.0 0.3 0.0
H 4.4715 4.0284 0.3767 0.2 -0.2 -0.2
H -5.6657 3.0941 -0.1738 0.3 -0.1 -0.2
H 0.2320 -2.3824 2.2422 0.0 0.3 -0.1
H 1.5791 -3.2987 0.4437 0.1 0.2 -0.3
H 2.6238 3.1475 1.7728 0.7 1.1 1.2
H -1.5362 3.8136 -0.2888 -0.1 -0.1 -0.1
H -3.7113 0.6696 -2.0386 0.0 0.1 0.3
```
Forces are in eV/Å.

---

# 6
This record from the OMol25 dataset describes C15H25N3O4S as an isolated structure at a distorted geometry. The level of theory is ωB97M-V/def2-TZVPD.

The value obtained for the energy relative to the best compared isomer or geometry (same formula, charge and spin) is 1883.2 kJ/mol. As for the HOMO-LUMO gap: 8.37 eV. The spin multiplicity is 1. The HOMO energy comes out at -8.101 eV.

XYZ file:
```
48
Properties=species:S:1:pos:R:3:forces:R:3
S -0.4090 -1.0424 -1.6748 -4.6 -12.0 7.4
O -1.6029 -0.8985 -0.7742 2.2 2.1 -2.3
O -1.8179 2.4458 3.7059 -1.6 2.1 -1.6
O 0.6002 -1.9862 3.4531 3.5 5.2 -1.4
O -0.5727 -2.6177 -2.1383 1.7 6.4 0.3
N 0.9193 -1.1245 -0.5913 0.4 -2.1 -4.7
N -0.1225 0.0552 -2.7196 2.2 -2.1 5.5
N 0.7599 0.4255 3.1770 -2.7 -3.6 3.2
C 2.2888 -2.1910 1.0826 -9.1 -2.2 9.1
C -2.0748 1.0192 2.0341 -1.3 -1.3 3.4
C 0.6748 -0.3923 -3.6118 15.0 2.4 -0.9
C 2.0984 -0.9062 1.9238 10.9 -4.5 -0.9
C 1.2268 -0.0027 0.0591 -7.5 9.9 -2.7
C 0.9911 -2.1983 0.3240 -3.0 -7.0 -1.3
C -3.0783 2.0112 1.7465 7.9 1.8 7.0
C -0.5109 0.5994 3.9714 5.4 -5.2 6.0
C 0.4509 -1.1772 -4.7200 -5.4 -5.0 3.0
C -1.5389 1.1755 3.3748 -5.0 5.0 -8.2
C 2.3417 0.0157 0.8504 -3.8 7.3 8.9
C -1.4584 2.1096 -2.0756 -2.1 -9.5 -1.0
C -2.6364 2.9847 2.6993 -2.9 0.3 0.4
C -1.0560 0.7385 -3.1674 -14.7 3.6 5.9
C 1.2332 -0.9165 2.9884 -7.7 -0.6 2.2
H -2.1134 0.0369 -3.2477 2.3 2.2 0.1
H 3.1939 -0.8849 2.4819 -2.1 0.0 -0.5
H 1.2005 -1.4815 -5.2589 4.2 -1.1 -2.9
H -0.3086 -0.7414 -5.1700 -3.3 2.0 -3.6
H -0.2351 0.9676 5.0365 -0.7 0.0 -1.8
H -2.0891 2.6184 -2.6094 -4.6 2.6 -2.4
H -1.0624 1.2636 -3.9410 1.5 3.5 -7.3
H -2.1013 0.0929 1.5468 0.4 -1.3 -0.7
H -0.6936 2.6418 -2.0979 7.4 4.3 0.9
H 1.2784 1.0644 -0.7542 -0.1 -3.2 1.9
H -1.7568 1.5305 -1.2483 -0.5 0.4 1.4
H 0.2159 0.2727 0.6699 2.1 0.0 -0.7
H 2.5932 1.0812 1.4578 -1.1 -1.9 -2.3
H -0.1092 -2.1371 -4.3175 1.3 1.3 -0.8
H -3.0828 4.0066 2.9447 0.9 -1.7 -0.2
H 1.3112 0.6424 -3.9356 -1.3 -2.2 0.2
H 2.2049 -3.0999 1.9270 0.3 2.0 -2.6
H 1.5523 -0.8015 -2.9523 -0.9 0.0 -1.5
H 0.9755 1.3034 2.7982 1.3 0.6 -1.2
H 3.0749 -0.0911 0.3057 8.1 -1.9 -4.7
H -0.0147 -2.3414 0.9304 2.2 0.8 -0.6
H -3.7087 1.9236 1.0157 -3.5 0.4 -4.1
H 3.0101 -2.3365 0.5014 6.5 -0.5 -4.4
H 0.9741 -3.2881 -0.2494 0.0 2.9 0.9
H -1.0155 -0.3694 4.2488 1.7 -0.2 -0.4
```
Forces are in eV/Å.

---

# 7
This record from the OMol25 dataset describes one molecule with the formula C4H4N2O2 at a distorted geometry. The level of theory is ωB97M-V/def2-TZVPD.

The value obtained for the energy relative to the best compared isomer or geometry (same formula, charge and spin) is 460.1 kJ/mol. Its SMILES is O=CNc1cnco1. As for the HOMO-LUMO gap: 9.28 eV. The spin multiplicity is 1. The HOMO energy comes out at -9.437 eV.

XYZ file:
```
12
Properties=species:S:1:pos:R:3:forces:R:3
O 2.6436 -1.1895 -0.4240 -3.2 6.4 3.0
O -0.4459 -1.2440 0.0690 -0.6 2.9 -0.9
N 1.0528 0.6239 0.2693 0.1 3.3 0.9
N -2.3891 -0.1557 -0.1771 0.6 -1.0 0.4
C -0.2395 0.3031 -0.2924 4.9 -4.5 3.9
C 2.2686 0.0030 0.0541 3.5 -3.4 -4.0
C -1.7801 -1.3238 0.0601 -1.1 2.4 0.9
C -1.3778 0.9003 -0.3258 -3.3 -4.3 -0.4
H 1.1918 1.6966 0.8693 -0.8 -4.5 -2.8
H -1.6864 1.8252 -0.6228 -0.6 2.3 -0.4
H 3.0887 0.8279 0.0095 -0.9 -1.5 1.0
H -2.3269 -2.2671 0.5108 1.4 2.0 -1.6
```
Forces are in eV/Å.

---

# 8
This record from the OMol25 dataset describes one molecule with the formula C4H7NO at a distorted geometry. The level of theory is ωB97M-V/def2-TZVPD.

The value obtained for the energy relative to the best compared isomer or geometry (same formula, charge and spin) is 225.3 kJ/mol. As for the HOMO-LUMO gap (alpha / beta): 5.81 / 7.00 eV. The spin multiplicity is 3. Its expectation value of S² is 2.011. The HOMO energy (alpha / beta) comes out at -4.868 / -9.618 eV.

XYZ file:
```
13
Properties=species:S:1:pos:R:3:forces:R:3
O -2.1603 -0.1387 0.1072 1.6 -1.8 -0.2
N 1.0673 0.8596 -0.1763 6.1 -0.9 -0.1
C -0.1078 0.5739 -0.0217 -7.8 -1.9 1.6
C 2.0386 -0.2001 -0.0611 3.4 2.3 -1.6
C -0.9414 -0.9345 0.2872 -0.3 2.0 -3.1
C -1.4560 1.0864 -0.1604 -2.5 1.2 0.3
H 2.8506 -0.0001 0.7028 -0.8 -0.1 -0.9
H 1.5349 -1.0537 0.2256 -1.0 -1.8 0.7
H 2.4990 -0.4276 -1.0761 -0.2 0.3 1.2
H -1.7107 1.5063 -1.1423 0.1 -0.1 -0.5
H -0.8417 -1.2922 1.2608 0.2 -0.4 1.8
H -2.0182 1.8012 0.5361 1.5 -0.2 -0.1
H -0.7543 -1.7806 -0.4818 -0.3 1.5 0.8
```
Forces are in eV/Å.